(1)
71
Properties=species:S:1:pos:R:3 method="wB97M-V/def2-TZVPD" multiplicity=1 smiles="COCCCCN1C(=O)c2ccc([PH2]=O)cc2C1=O.CCO.CCO.CCO.CCO" total_charge=0
C 3.0671 -0.2179 -0.5589
O 1.8118 0.5498 -0.4561
C 1.5708 1.0309 -1.8134
C 1.7112 2.6234 -1.9580
C 0.7351 3.4618 -0.9995
C -0.7557 2.8729 -0.8692
N -1.7413 3.9685 -1.1994
C -2.5040 4.0314 0.0914
O -2.2450 4.8843 0.9624
C -3.6279 2.9041 0.0322
C -4.4132 2.1589 1.1261
C -5.4862 1.1266 0.6141
C -5.6826 0.9393 -0.9091
P -7.0347 -0.2808 -1.4931
O -7.8855 0.4260 -2.5910
C -4.8468 1.6838 -2.0125
C -3.7937 2.6863 -1.5007
C -2.7552 3.6338 -2.2475
O -2.7718 4.0613 -3.4239
H 3.9013 0.4999 -0.9201
H 2.9284 -1.1249 -1.2530
H 3.3351 -0.6086 0.4787
H 2.3676 0.5739 -2.5048
H 0.5439 0.6373 -2.2047
H 1.5462 2.9977 -3.0308
H 2.7948 2.8772 -1.6486
H 1.2143 3.4623 0.0497
H 0.6403 4.5749 -1.2845
H -0.8921 2.5711 0.2404
H -0.9626 1.9424 -1.4958
H -4.2156 2.3775 2.2223
H -6.0867 0.5479 1.4044
H -7.8528 -0.5779 -0.3469
H -6.3762 -1.4545 -1.9817
H -4.9910 1.5308 -3.1283
C -2.3884 -2.7586 -1.4431
C -2.2012 -1.6878 -2.4997
O -1.4424 -0.6061 -1.9735
H -2.8975 -2.3480 -0.5671
H -2.9752 -3.5938 -1.8332
H -1.4210 -3.1379 -1.1011
H -3.1684 -1.2963 -2.8226
H -1.6813 -2.0895 -3.3752
H -0.5844 -0.9579 -1.6978
C 1.8356 -4.5338 1.9224
C 1.4002 -3.4541 0.9520
O 2.4751 -3.1065 0.0856
H 2.6875 -4.1940 2.5179
H 1.0196 -4.8046 2.5964
H 2.1601 -5.4298 1.3841
H 1.0980 -2.5539 1.4921
H 0.5547 -3.7930 0.3446
H 2.7315 -3.9045 -0.3955
C 0.3382 -3.9415 6.9445
C 0.6847 -4.7959 5.7413
O 0.3305 -4.1208 4.5398
H -0.7304 -3.7123 6.9570
H 0.6005 -4.4518 7.8744
H 0.8691 -2.9858 6.9061
H 0.1362 -5.7396 5.7723
H 1.7561 -5.0195 5.7164
H 0.8259 -3.2912 4.5149
C 6.8780 3.8134 -1.9164
C 5.6502 2.9924 -1.5757
O 6.0309 1.7820 -0.9318
H 7.5479 3.2484 -2.5695
H 6.5992 4.7438 -2.4168
H 7.4440 4.0565 -1.0122
H 5.1001 2.7335 -2.4830
H 4.9803 3.5486 -0.9120
H 6.5091 2.0186 -0.1262

=====

(2)
76
Properties=species:S:1:pos:R:3 method="wB97M-V/def2-TZVPD" relative_energy_ev=0.000 multiplicity=1 total_charge=+3
Ti -1.1074 -0.7426 -0.4108
O -2.0120 -2.0632 3.5331
C -2.3151 -1.4907 2.4065
O -1.4200 -1.1305 1.6193
C -3.8235 -1.3592 2.2525
O -4.2234 -0.2829 1.4557
C -4.7311 -0.5575 0.1477
C -3.4524 -0.7326 -0.6157
O -2.7793 0.2681 -1.0158
O -2.8188 -1.8343 -0.5810
H -1.0538 -2.2103 3.6161
H -4.2254 -1.2117 3.2578
H -4.1778 -2.3347 1.8940
H -5.2819 0.3239 -0.1707
H -5.3618 -1.4460 0.1083
C 1.9145 -2.2852 1.4791
As 1.4716 -0.7849 0.3332
C 2.6517 -1.0726 -1.1783
C 2.2717 0.6360 1.4219
C 2.0760 2.1046 1.0067
C 3.0866 2.9408 1.7970
C 0.6677 2.5500 1.4081
As -0.8721 1.7809 0.4830
C -1.2732 2.9959 -0.9751
C -2.2899 2.1622 1.7402
C 2.3032 2.2092 -0.4987
As 2.2556 3.8366 -1.6840
C 1.5164 5.3044 -0.6181
C 4.1387 4.3316 -1.5802
H 2.9195 -2.1101 1.8665
H 1.8997 -3.2082 0.9066
H 1.2230 -2.3546 2.3161
H 3.6785 -1.0657 -0.8084
H 2.5358 -0.3037 -1.9367
H 2.4321 -2.0475 -1.6092
H 3.3389 0.3869 1.4148
H 1.9201 0.4714 2.4457
H 2.9824 2.7705 2.8693
H 2.9505 4.0042 1.6147
H 4.1059 2.6766 1.5130
H 0.5447 3.6263 1.2587
H 0.5049 2.3617 2.4735
H -1.6473 3.9198 -0.5296
H -2.0407 2.5750 -1.6191
H -0.3804 3.2377 -1.5521
H -2.1285 3.1925 2.0640
H -2.2390 1.5055 2.6060
H -3.2596 2.0741 1.2611
H 1.5817 1.5152 -0.9583
H 3.2801 1.7702 -0.7317
H 0.4647 5.1547 -0.3794
H 1.5712 6.1826 -1.2624
H 2.0801 5.5138 0.2872
H 4.7451 3.5611 -2.0528
H 4.4601 4.4826 -0.5512
H 4.2756 5.2587 -2.1349
S -0.1963 -3.1172 -1.0930
C -0.6325 -4.4671 -0.1469
N -0.2913 -5.6790 -0.5229
C -0.8311 -6.8123 0.2371
C -1.2771 -6.2463 1.5861
S -1.5412 -4.4590 1.3138
H 0.2145 -5.8200 -1.3886
H -0.0535 -7.5634 0.3625
H -1.6611 -7.2465 -0.3227
H -0.5209 -6.3696 2.3580
H -2.2126 -6.6869 1.9202
N 0.0336 0.7172 -2.9521
C -0.1543 0.7124 -4.2732
C -0.7688 -0.4818 -4.6030
C -0.9023 -1.1559 -3.4027
N -0.4034 -0.4324 -2.3754
H 0.4971 1.4432 -2.4239
H 0.1704 1.5453 -4.8755
H -1.0632 -0.8146 -5.5819
H -1.3400 -2.1227 -3.2193

=====

| no. | gap between HOMO and LUMO (eV) |
| --- | --- |
| 1 | 8.6 |
| 2 | 5.6 |